No. 1
{"formula": "C46H36BrCl3CrN4O3P2S", "method": "wB97M-V/def2-TZVPD", "species": ["Cr", "C", "O", "C", "C", "C", "Br", "C", "C", "C", "O", "C", "N", "C", "C", "C", "C", "C", "C", "N", "H", "H", "H", "H", "H", "H", "H", "H", "H", "H", "H", "Cl", "C", "C", "C", "Cl", "C", "O", "C", "Cl", "C", "H", "H", "C", "N", "P", "C", "C", "C", "C", "C", "C", "C", "C", "C", "C", "C", "C", "P", "C", "C", "C", "C", "C", "C", "C", "C", "C", "C", "C", "C", "H", "H", "H", "H", "H", "H", "H", "H", "H", "H", "H", "H", "H", "H", "H", "H", "H", "H", "H", "H", "H", "H", "H", "S", "C", "N"], "positions_angstrom": [[0.0203, 0.8421, -0.5229], [-4.0325, 1.8903, 0.6461], [-3.1520, 1.0185, -0.0575], [-3.6867, -0.1217, -0.5846], [-5.0246, -0.4731, -0.5044], [-5.4408, -1.6922, -1.0298], [-7.2623, -2.1558, -0.9156], [-4.5504, -2.5576, -1.6216], [-3.2096, -2.1860, -1.7280], [-2.7959, -0.9671, -1.2318], [-1.4644, -0.5932, -1.2861], [-2.2474, -3.1654, -2.2827], [-2.1832, -4.4065, -1.9067], [-1.1577, -4.9574, -2.6802], [-0.6726, -6.2664, -2.6973], [0.3382, -6.5634, -3.5879], [0.8617, -5.5844, -4.4561], [0.3975, -4.2845, -4.4436], [-0.6120, -3.9989, -3.5271], [-1.3021, -2.8288, -3.2287], [-4.5113, 1.3749, 1.4794], [-4.7907, 2.3018, -0.0208], [-3.4201, 2.7008, 1.0288], [-5.7455, 0.1766, -0.0340], [-4.8629, -3.5216, -1.9984], [-0.9125, -1.3598, -1.5255], [-1.0942, -7.0184, -2.0423], [0.7324, -7.5703, -3.6319], [1.6474, -5.8591, -5.1490], [0.8056, -3.5311, -5.1053], [-1.3095, -1.9953, -3.7944], [-0.9863, 6.6302, -4.5717], [-0.5466, 5.1024, -3.8777], [-0.9915, 4.7743, -2.6132], [-0.6017, 3.5419, -2.1296], [-1.0439, 3.0061, -0.5075], [0.1884, 2.6195, -2.7925], [0.5138, 1.4528, -2.2471], [0.6195, 3.0080, -4.0624], [1.6215, 1.9202, -4.9556], [0.2552, 4.2278, -4.6011], [-1.6082, 5.4513, -2.0378], [0.6013, 4.5008, -5.5890], [2.4229, 0.0182, 3.0958], [1.6107, 0.2145, 1.8885], [-0.0462, -0.1125, 1.7168], [-0.9053, 0.4458, 3.1995], [-0.7542, -0.2331, 4.4104], [-1.3648, 0.2526, 5.5570], [-2.1433, 1.4043, 5.5002], [-2.3233, 2.0676, 4.2944], [-1.7017, 1.5877, 3.1498], [-0.2914, -1.8900, 1.6702], [-1.6124, -2.3483, 1.6693], [-1.8792, -3.6835, 1.4089], [-0.8307, -4.5628, 1.1581], [0.4819, -4.1124, 1.1747], [0.7525, -2.7718, 1.4182], [1.8845, 1.4648, 0.7717], [2.1038, 2.9655, 1.7486], [3.3870, 3.3377, 2.1547], [3.5618, 4.4050, 3.0225], [2.4610, 5.1091, 3.4884], [1.1817, 4.7525, 3.0827], [1.0040, 3.6867, 2.2138], [3.4539, 1.2285, -0.0530], [3.8847, 2.2351, -0.9233], [5.0194, 2.0365, -1.6919], [5.7239, 0.8412, -1.5933], [5.2963, -0.1552, -0.7302], [4.1535, 0.0323, 0.0344], [1.9015, 0.3572, 3.9926], [3.3429, 0.5938, 3.0075], [2.6904, -1.0330, 3.2101], [-0.1830, -1.1544, 4.4509], [-1.2430, -0.2743, 6.4950], [-2.6207, 1.7768, 6.3980], [-2.9489, 2.9499, 4.2464], [-1.8510, 2.0950, 2.2024], [-2.4338, -1.6627, 1.8550], [-2.9021, -4.0370, 1.3850], [-1.0420, -5.6012, 0.9335], [1.2962, -4.7955, 0.9681], [1.7745, -2.4117, 1.3833], [4.2510, 2.8021, 1.7819], [4.5593, 4.6889, 3.3320], [2.6011, 5.9426, 4.1651], [0.3243, 5.3083, 3.4401], [0.0068, 3.4187, 1.9010], [3.3406, 3.1710, -1.0003], [5.3533, 2.8093, -2.3715], [6.6085, 0.6854, -2.1985], [5.8418, -1.0867, -0.6599], [3.8040, -0.7582, 0.6887], [2.7136, -2.6979, -1.8436], [1.7948, -1.5188, -1.3142], [1.1049, -0.6653, -0.8607]], "forces_ev_per_a": [[-0.59, 0.11, -0.91], [-0.05, -0.10, -0.13], [-0.06, -0.17, 0.06], [-0.25, 0.36, 0.10], [0.05, -0.01, 0.00], [0.03, 0.10, 0.04], [-0.07, -0.02, 0.02], [0.08, -0.06, -0.03], [-0.03, -0.43, -0.11], [0.25, -0.05, 0.16], [0.14, 0.28, 0.18], [-0.08, 0.17, 0.07], [0.19, -0.05, -0.24], [-0.23, -0.24, 0.30], [0.03, -0.03, -0.03], [-0.02, 0.11, -0.03], [-0.05, -0.05, 0.06], [0.00, 0.00, 0.10], [0.02, 0.27, -0.15], [0.12, 0.02, -0.06], [0.00, -0.02, 0.05], [-0.03, -0.01, -0.04], [-0.05, 0.02, -0.05], [-0.01, 0.02, 0.02], [0.01, 0.04, 0.01], [0.08, 0.05, -0.05], [0.01, 0.02, -0.02], [0.00, 0.03, -0.01], [-0.04, 0.01, 0.03], [-0.01, -0.02, 0.04], [-0.03, 0.00, 0.00], [0.03, -0.13, 0.07], [0.01, 0.12, -0.18], [-0.03, -0.03, 0.14], [-0.21, -0.01, 0.47], [-0.14, 0.48, -0.12], [0.06, -0.48, 0.15], [0.06, 0.53, 0.34], [0.14, -0.05, -0.30], [-0.06, 0.09, 0.04], [0.06, 0.00, -0.10], [0.03, -0.05, -0.01], [-0.02, -0.01, 0.03], [-0.02, -0.09, -0.01], [0.19, 0.27, 0.30], [0.08, -0.02, -0.11], [-0.07, 0.07, 0.03], [-0.06, -0.03, 0.03], [-0.02, 0.03, 0.00], [0.05, -0.05, -0.02], [0.04, -0.06, -0.01], [0.00, 0.03, -0.05], [-0.11, -0.03, -0.03], [0.02, -0.12, 0.03], [0.07, 0.04, 0.02], [-0.03, 0.00, 0.02], [-0.04, 0.02, -0.01], [0.07, -0.05, 0.04], [-0.02, -0.32, 0.22], [0.04, 0.17, 0.01], [0.00, 0.05, -0.01], [-0.01, 0.00, -0.01], [0.01, 0.01, 0.01], [0.00, -0.03, -0.04], [0.07, 0.02, 0.07], [0.00, -0.06, -0.21], [0.06, -0.04, 0.03], [-0.04, -0.02, 0.04], [0.02, 0.01, 0.00], [0.00, 0.02, 0.02], [0.08, -0.03, 0.08], [-0.03, 0.03, -0.04], [0.02, 0.00, -0.03], [-0.05, 0.00, 0.01], [0.01, 0.05, 0.00], [-0.01, 0.03, -0.03], [0.02, -0.02, -0.03], [0.02, -0.01, 0.00], [0.10, -0.05, 0.08], [0.02, 0.00, 0.01], [0.03, 0.01, -0.02], [0.00, 0.06, 0.01], [-0.02, 0.03, 0.01], [-0.05, -0.02, -0.03], [-0.01, 0.01, 0.04], [-0.02, -0.01, -0.01], [-0.01, -0.02, -0.02], [0.01, -0.02, -0.01], [-0.03, -0.03, 0.03], [-0.02, -0.03, 0.00], [-0.01, 0.00, 0.01], [-0.03, 0.01, 0.03], [-0.02, 0.00, -0.01], [0.01, 0.01, -0.06], [0.08, -0.15, -0.08], [-0.36, 0.42, 0.29], [0.61, -0.88, -0.48]], "homo_ev": [-10.517, -10.495], "gap_ev": [6.30, 6.86], "multiplicity": 2, "energy_ev": -225829.8869, "relative_energy_kj_mol": 60.28, "charge": 1}

No. 2
{"formula": "C2H8Si", "method": "wB97M-V/def2-TZVPD", "species": ["C", "C", "Si", "H", "H", "H", "H", "H", "H", "H", "H"], "positions_angstrom": [[0.4728, 1.4358, -0.2721], [-0.5018, 0.3342, 0.0870], [-0.1406, -1.5530, -0.0575], [0.0752, 2.3703, -0.6161], [1.0711, 1.5879, 0.6012], [1.0932, 1.1675, -1.1408], [-1.5941, 0.3832, -0.1927], [-0.5249, 0.3652, 1.8151], [1.4180, -1.2677, -0.1708], [-0.6062, -2.4045, -1.1880], [-0.7627, -2.4189, 1.1347]], "forces_ev_per_a": [[0.14, -0.90, -0.95], [-2.29, -1.31, 3.48], [1.48, 0.46, 1.23], [-0.85, 0.51, 0.36], [0.70, 0.33, 0.08], [0.18, -0.38, 0.42], [1.07, 0.92, 0.48], [-0.26, -0.17, -4.14], [-1.18, -1.20, 0.30], [0.05, 0.60, -0.25], [0.96, 1.14, -1.02]], "homo_ev": -9.833, "gap_ev": 10.31, "energy_ev": -10077.5714, "relative_energy_kj_mol": 308.09, "charge": 0}

No. 3
{"formula": "C12H32ClN2O2Ti", "method": "wB97M-V/def2-TZVPD", "species": ["Ti", "Cl", "C", "C", "N", "C", "C", "C", "C", "C", "O", "C", "H", "H", "H", "H", "H", "H", "H", "H", "H", "H", "H", "H", "H", "H", "H", "H", "H", "H", "H", "H", "C", "C", "C", "O", "C", "N", "H", "H", "H", "H", "H", "H", "H", "H", "H", "H", "H", "H"], "positions_angstrom": [[-0.2625, -3.1262, -4.8863], [0.2127, -1.6974, -2.7113], [0.4247, -2.2649, 1.1179], [0.7972, -1.1930, 2.1222], [1.6736, -0.0980, 1.5446], [0.9023, 0.9062, 0.7263], [2.3558, 0.5767, 2.7241], [1.3933, 1.1721, 3.7329], [2.7432, -0.6926, 0.6240], [3.7707, 0.2201, -0.0335], [4.4652, 1.0029, 0.8958], [5.2670, 2.0228, 0.3171], [1.2538, -2.9050, 0.8192], [-0.0327, -1.8443, 0.2211], [-0.2961, -2.9480, 1.5691], [1.3199, -1.6093, 2.9787], [-0.0977, -0.6642, 2.4412], [1.6145, 1.7031, 0.5384], [-0.0148, 1.2496, 1.1914], [0.6873, 0.3702, -0.1982], [2.9763, 1.3604, 2.3092], [3.0139, -0.1668, 3.1653], [0.7419, 0.4251, 4.2022], [0.6743, 1.9157, 3.3862], [1.9179, 1.5879, 4.5923], [2.1595, -1.2218, -0.1244], [3.2800, -1.4035, 1.2552], [3.2541, 0.9080, -0.7211], [4.4377, -0.4142, -0.6254], [6.1019, 1.6750, -0.2871], [5.6658, 2.5818, 1.1648], [4.6191, 2.7452, -0.1898], [-5.6353, -0.8599, -2.3535], [-4.2421, -0.2956, -2.2398], [-3.8982, 0.3183, -0.8941], [-2.5347, 0.6288, -0.7535], [-2.1613, 1.8012, -1.5002], [-3.1515, -1.3469, -2.4909], [-3.0717, -1.9579, -1.6705], [-3.2540, -1.9683, -3.2937], [-2.2863, -0.7948, -2.5297], [-5.8269, -1.2798, -3.3408], [-6.3816, -0.0809, -2.1991], [-5.8401, -1.6239, -1.6002], [-4.0338, 0.3695, -3.0826], [-4.1066, -0.3925, -0.0874], [-4.5823, 1.1491, -0.6959], [-1.1012, 1.9508, -1.3017], [-2.7751, 2.6623, -1.2620], [-2.1370, 1.5468, -2.5663]], "forces_ev_per_a": [[0.45, 0.72, 1.10], [-0.60, -0.67, -1.12], [-0.19, -0.34, -0.03], [-0.25, 0.02, -0.83], [0.65, 0.55, 0.24], [0.64, -0.92, -0.18], [-0.36, 0.85, 0.03], [-0.95, -0.72, 0.86], [0.13, -0.38, 0.85], [-0.84, 0.94, -0.29], [0.33, -0.58, 0.12], [-0.28, 0.81, 0.84], [0.09, 0.16, 0.02], [0.01, -0.02, -0.02], [-0.10, 0.18, 0.11], [0.02, 0.03, 0.04], [0.01, -0.17, 0.27], [-0.30, 0.29, -0.09], [0.12, -0.05, 0.28], [-0.28, 0.34, -0.14], [0.09, -0.08, -0.04], [-0.04, -0.06, 0.08], [0.24, -0.17, -0.11], [0.47, 0.23, -0.42], [0.31, 0.19, -0.30], [0.41, -0.04, -0.25], [-0.11, -0.15, -0.06], [0.09, -0.23, -0.25], [-0.03, -0.09, 0.01], [-0.19, -0.24, -0.22], [0.19, -0.18, -0.04], [0.15, -0.20, -0.50], [-0.25, -0.23, 0.17], [0.36, -0.31, -0.97], [-0.38, -0.32, 0.60], [-0.13, 0.65, -0.27], [0.94, -1.12, -0.33], [-0.29, 0.08, 1.10], [0.15, 0.09, -0.10], [-0.11, 0.42, -0.22], [0.43, -0.67, -0.13], [0.07, -0.02, 0.00], [0.13, 0.14, -0.02], [0.12, -0.04, -0.01], [-0.35, 0.39, 0.30], [-0.07, -0.20, -0.18], [0.23, 0.27, -0.19], [-0.14, 0.37, 0.42], [-0.05, 0.10, -0.03], [-0.52, 0.41, -0.12]], "homo_ev": [-12.772, -15.041], "gap_ev": [7.12, 9.15], "multiplicity": 4, "energy_ev": -55658.5807, "relative_energy_kj_mol": 63.85, "charge": 2}

No. 4
{"formula": "C5H13N2O", "method": "wB97M-V/def2-TZVPD", "species": ["C", "C", "C", "N", "H", "H", "H", "H", "H", "H", "H", "H", "C", "C", "N", "O", "H", "H", "H", "H", "H"], "positions_angstrom": [[-1.0149, 2.2958, -0.5766], [-0.3303, 2.0757, 0.8065], [-1.3935, 0.1118, 1.7798], [-0.3521, 0.6441, 1.1789], [-0.3189, 1.8822, -1.3365], [-1.9430, 1.7239, -0.6328], [-1.2266, 3.3610, -0.7626], [0.7444, 2.3461, 0.8078], [-0.9216, 2.6198, 1.6246], [-1.4296, -0.9394, 1.9590], [-2.2567, 0.7662, 2.0667], [0.4242, 0.0138, 0.8901], [0.0437, -1.6927, -1.0197], [1.4603, -1.6252, -0.4321], [2.3940, -2.3767, -1.0201], [1.7264, -0.8398, 0.4805], [-0.2824, -0.7370, -1.4208], [-0.6563, -1.7693, -0.1540], [-0.2043, -2.5762, -1.6797], [3.3886, -2.3447, -0.7655], [2.1487, -2.9392, -1.7932]], "forces_ev_per_a": [[1.06, -0.55, 0.20], [-0.76, 0.70, 0.77], [1.50, 2.44, -1.23], [-3.67, -0.63, 1.49], [-0.56, 0.49, 0.14], [-0.03, 0.16, 0.08], [0.27, -0.50, 0.10], [-0.79, 0.21, 0.04], [1.13, -0.61, -1.13], [0.13, -0.55, 0.19], [0.94, -0.65, -0.25], [0.92, -0.29, -0.09], [-0.90, -1.19, 1.02], [-0.08, 0.27, -0.95], [0.72, 0.25, 0.62], [-0.37, -0.01, 0.18], [0.46, 0.01, -0.65], [0.55, -0.39, -0.44], [0.56, 1.22, 0.52], [-0.91, 0.16, 0.07], [-0.19, -0.57, -0.68]], "homo_ev": -14.359, "gap_ev": 9.77, "energy_ev": -10417.2429, "relative_energy_kj_mol": 91.95, "charge": 1}

No. 5
{"formula": "C5H15N2", "method": "wB97M-V/def2-TZVPD", "species": ["C", "N", "C", "C", "N", "C", "C", "H", "H", "H", "H", "H", "H", "H", "H", "H", "H", "H", "H", "H", "H", "H"], "positions_angstrom": [[0.9832, -0.8820, -0.5733], [0.3793, -0.4684, -1.8353], [-0.3605, -1.5179, -2.5324], [-0.0908, -0.8872, 0.5065], [-0.7733, 0.4828, 0.3954], [0.0158, 1.6330, 0.9969], [0.0703, 1.5389, 2.5160], [1.7764, -0.2096, -0.2602], [1.4067, -1.8901, -0.6094], [1.1198, -0.1589, -2.4521], [-1.2426, -1.8094, -1.9566], [0.2443, -2.3512, -2.8727], [-0.8557, -1.0327, -3.3745], [0.2060, -0.9428, 1.5445], [-0.9196, -1.5399, 0.2525], [-1.6727, 0.4659, 0.8669], [-0.8196, 0.6432, -0.6239], [-0.5466, 2.5095, 0.6986], [0.9552, 1.6730, 0.4684], [-0.4618, 0.6949, 2.9586], [1.0610, 1.6539, 2.9429], [-0.4749, 2.3950, 2.9433]], "forces_ev_per_a": [[-0.11, -0.81, 0.44], [0.51, 0.14, 0.22], [-1.08, 0.85, -0.21], [-1.14, 1.61, -0.54], [1.07, 0.17, 0.57], [-0.84, -0.34, -0.10], [-0.49, 1.09, 0.63], [0.15, 0.13, -0.27], [0.12, -0.03, -0.03], [-0.05, 0.24, 0.03], [0.39, -0.49, 0.28], [0.00, -0.28, 0.14], [0.38, -0.15, -0.35], [0.37, -0.58, -0.01], [0.26, -0.61, 0.27], [-0.24, -0.05, -0.36], [-0.35, -0.11, -0.10], [0.02, 0.23, -0.07], [0.37, -0.09, 0.14], [0.36, -0.30, -0.25], [0.19, -0.47, -0.16], [0.11, -0.14, -0.26]], "homo_ev": -13.732, "gap_ev": 10.92, "energy_ev": -8401.8702, "relative_energy_kj_mol": 77.80, "smiles": "CC[NH2+]CCNC", "charge": 1}

No. 6
{"formula": "C5H16N3", "method": "wB97M-V/def2-TZVPD", "species": ["N", "C", "C", "N", "C", "C", "N", "C", "H", "H", "H", "H", "H", "H", "H", "H", "H", "H", "H", "H", "H", "H", "H", "H"], "positions_angstrom": [[-3.0879, 0.9307, -0.4353], [-2.9185, -0.2947, 0.4409], [-1.7160, -1.0540, -0.0999], [-0.6684, -0.1408, -0.5626], [0.5487, -0.1392, 0.2723], [1.7882, -0.0675, -0.6987], [2.9430, 0.7409, -0.2548], [3.5613, 0.0800, 0.8798], [-2.1769, 1.3694, -0.6698], [-3.2597, 0.5673, -1.3855], [-3.7327, 1.6248, -0.0664], [-2.5793, 0.1098, 1.4258], [-3.8688, -0.7759, 0.6065], [-1.3181, -1.8918, 0.4448], [-2.1301, -1.6801, -0.9239], [-0.4483, -0.1061, -1.5479], [0.5781, 0.9046, 0.7001], [0.6382, -1.0138, 0.9122], [2.2275, -1.0421, -0.9151], [1.4590, 0.3729, -1.6538], [2.7086, 1.7119, -0.0669], [3.8603, -0.9571, 0.7762], [3.0252, 0.1953, 1.8335], [4.5666, 0.5557, 0.9883]], "forces_ev_per_a": [[0.61, -0.94, -1.12], [1.91, 1.77, 2.40], [-0.66, -1.00, -3.18], [-0.60, -0.58, 1.04], [1.16, 2.33, -1.85], [0.51, 0.92, -0.12], [-1.08, -1.69, -0.26], [1.99, 1.68, 0.94], [0.33, -0.28, 1.16], [-1.20, 0.45, 0.29], [-0.35, -0.13, -0.38], [-0.60, -0.09, -0.54], [-0.13, -0.38, -0.45], [-0.01, 0.23, 1.34], [0.33, 0.65, -0.32], [-0.16, -0.69, 0.04], [0.06, -1.50, 0.82], [-0.29, 0.40, 0.43], [-0.39, -0.15, -0.05], [-0.08, -0.17, 0.17], [0.01, -0.29, 0.11], [-0.64, -0.32, -0.70], [0.01, -0.10, -0.12], [-0.72, -0.12, 0.38]], "homo_ev": -11.562, "gap_ev": 8.10, "energy_ev": -9906.8431, "relative_energy_kj_mol": 277.20, "smiles": "CNCCNCC[NH3+]", "charge": 1}

The highest charge belongs to which entry? C12H32ClN2O2Ti